No. 1
Molecular formula: C7H10
Method: DFT, the ωB97M-V functional and the def2-TZVPD basis

Each line ends with the Löwdin charge.
Geometry (Å):
1 C -1.901 -0.400 -0.060  -0.08
2 C -1.466 0.912 -0.667  -0.08
3 C -0.454 -0.028 -0.092  -0.42
4 C 0.665 -0.780 -0.817  -0.08
5 C 1.604 -0.554 0.396  -0.16
6 C 1.486 1.227 1.100  0.07
7 C 0.437 0.232 1.126  -0.30
8 H -2.247 -1.185 -0.729  0.10
9 H -2.412 -0.371 0.900  0.10
10 H -1.514 1.012 -1.749  0.10
11 H -1.682 1.828 -0.121  0.11
12 H 0.439 -1.840 -0.985  0.12
13 H 1.023 -0.342 -1.755  0.11
14 H 1.981 -1.404 0.963  0.13
15 H 1.416 1.748 0.121  0.05
16 H 2.499 0.109 0.274  0.10
17 H 0.127 -0.164 2.096  0.13

Results
- LUMO: 1.059 eV
- HOMO energy: -8.3 eV
- ΔE to the lowest compared entry with this formula, charge and spin: 119.5 kcal per mole
- Gap between HOMO and LUMO: 9.340 eV
- E_tot: -272.5276 Eh


No. 2
Molecular formula: C7H10
Method: DFT, the ωB97M-V functional and the def2-TZVPD basis

Each line ends with the Löwdin charge.
Geometry (Å):
1 C -1.957 -0.562 -0.575  -0.09
2 C -1.404 0.743 -0.137  -0.20
3 C -0.057 0.998 -0.827  -0.07
4 C 0.519 -0.131 0.026  -0.41
5 C 1.552 0.189 1.063  -0.09
6 C 1.849 -0.809 -0.032  -0.07
7 C -0.866 -0.563 0.463  -0.15
8 H -1.837 -0.924 -1.592  0.10
9 H -2.922 -0.798 -0.131  0.11
10 H -2.005 1.505 0.344  0.13
11 H 0.405 1.972 -0.653  0.11
12 H -0.085 0.801 -1.904  0.11
13 H 2.012 1.174 1.022  0.10
14 H 1.394 -0.191 2.070  0.10
15 H 2.541 -0.508 -0.815  0.10
16 H 1.927 -1.855 0.247  0.10
17 H -1.058 -1.013 1.433  0.13

Results
- LUMO: 1.185 eV
- HOMO energy: -9.1 eV
- ΔE to the lowest compared entry with this formula, charge and spin: 59.7 kcal per mole
- Gap between HOMO and LUMO: 10.254 eV
- E_tot: -272.6228 Eh


No. 3
Molecular formula: C7H10
Method: DFT, the ωB97M-V functional and the def2-TZVPD basis

Each line ends with the Löwdin charge.
Geometry (Å):
1 C 1.357 0.124 1.037  -0.11
2 C -0.119 0.294 1.417  -0.21
3 C -1.103 0.033 0.231  -0.31
4 C -0.747 1.049 -0.818  -0.09
5 C -0.058 0.448 -1.799  -0.10
6 C -0.067 -1.009 -1.567  -0.09
7 C -0.753 -1.268 -0.441  -0.08
8 H 2.018 0.581 1.780  0.07
9 H 1.625 -0.933 0.946  0.07
10 H 1.564 0.593 0.066  0.07
11 H -0.363 -0.384 2.242  0.11
12 H -0.298 1.313 1.780  0.11
13 H -2.137 0.082 0.602  0.14
14 H -0.884 2.116 -0.668  0.11
15 H 0.495 0.943 -2.591  0.10
16 H 0.428 -1.737 -2.202  0.10
17 H -0.960 -2.245 -0.015  0.11

Results
- LUMO: 1.064 eV
- HOMO energy: -8.5 eV
- ΔE to the lowest compared entry with this formula, charge and spin: 23.3 kcal per mole
- Gap between HOMO and LUMO: 9.535 eV
- E_tot: -272.6808 Eh